C6H15N | ωB97M-V/def2-TZVPD

Last column: Löwdin charge in e.
CARTESIAN COORDINATES (ANGSTROEM)
C1 1.556 -0.088 0.804  -0.107
C2 0.245 0.116 1.170  -0.101
C3 -0.820 -0.823 0.909  -0.390
C4 -0.454 -2.202 0.404  -0.057
C5 -2.117 -0.500 1.056  0.054
C6 -1.359 1.442 -1.498  -0.032
N1 2.762 0.993 -1.166  -0.058
H1 2.251 0.054 1.627  0.108
H2 1.986 0.621 -0.193  0.003
H3 1.688 -1.043 0.305  0.077
H4 0.012 1.032 1.706  0.120
H5 -0.899 0.804 -2.250  0.029
H6 -0.002 -2.141 -0.588  0.088
H7 -1.373 -2.784 0.350  0.074
H8 0.243 -2.704 1.073  0.086
H9 -2.351 0.454 1.511  0.076
H10 -2.880 -1.231 0.830  0.071
H11 -2.395 1.647 -1.762  0.022
H12 -1.321 0.911 -0.545  -0.038
H13 -0.811 2.379 -1.411  0.022
H14 3.720 1.196 -0.875  -0.019
H15 2.320 1.867 -1.456  -0.026

Energy above the lowest of the compared OMol25 structures with the same formula, charge and spin = 97.2 kcal per mole
E_tot = -7951.551 eV
HOMO = -0.293 Eh
Spin multiplicity = 1

C43H52Cl2N8O2Pb | ωB97M-V/def2-TZVPD

Last column: Löwdin charge in e.
CARTESIAN COORDINATES (ANGSTROEM)
Pb1 1.277 0.604 1.102  1.437
C1 3.973 2.356 2.335  -0.152
C2 4.213 1.205 3.314  -0.097
C3 4.405 -0.140 2.669  -0.275
C4 5.516 -0.917 2.968  0.008
C5 5.660 -2.161 2.377  -0.018
C6 4.686 -2.600 1.495  -0.030
C7 3.609 -1.773 1.244  -0.139
N1 3.466 -0.569 1.815  -0.021
N2 2.544 2.639 2.053  -0.222
C8 2.453 3.617 0.951  -0.134
C9 2.916 3.047 -0.364  -0.274
C10 3.495 3.841 -1.340  0.019
C11 3.897 3.255 -2.529  -0.009
C12 3.737 1.888 -2.701  -0.016
C13 3.160 1.164 -1.678  -0.114
N3 2.743 1.736 -0.544  -0.026
C14 1.914 3.230 3.263  -0.105
C15 0.490 2.825 3.461  -0.259
C16 -0.500 3.667 3.752  -0.011
C17 -1.842 3.179 4.056  -0.040
C18 -2.099 1.874 4.057  -0.033
C19 -1.042 0.877 3.783  -0.137
N4 0.315 1.408 3.402  -0.042
H1 4.424 3.272 2.732  0.141
H2 4.472 2.138 1.391  0.128
H3 5.104 1.435 3.897  0.129
H4 3.398 1.132 4.040  0.108
H5 6.260 -0.543 3.658  0.126
H6 6.521 -2.777 2.601  0.125
H7 4.752 -3.563 1.009  0.119
H8 2.826 -2.070 0.556  0.074
H9 1.410 3.928 0.869  0.117
H10 3.043 4.510 1.185  0.143
H11 3.636 4.900 -1.164  0.131
H12 4.350 3.856 -3.307  0.127
H13 4.060 1.391 -3.604  0.122
H14 3.026 0.094 -1.744  0.084
H15 2.468 2.889 4.139  0.133
H16 2.006 4.319 3.241  0.143
H17 -0.304 4.732 3.759  0.129
H18 -2.628 3.896 4.250  0.120
H19 -3.102 1.499 4.222  0.125
H20 -1.348 0.016 3.192  0.138
Cl1 -1.308 1.780 -4.008  0.760
C20 -1.271 2.407 -2.406  -0.633
C21 -2.111 3.434 -2.012  -0.048
C22 -2.026 3.881 -0.704  -0.033
C23 -1.115 3.290 0.152  -0.128
N5 -0.297 2.306 -0.236  -0.040
C24 -0.384 1.867 -1.491  -0.202
H21 -2.815 3.864 -2.712  0.129
H22 -2.674 4.670 -0.347  0.118
H23 -1.043 3.601 1.188  0.098
H24 0.261 1.045 -1.788  0.085
C25 -3.855 -3.685 -4.961  -0.030
C26 -2.470 -4.142 -4.478  -0.511
C27 -2.260 -5.586 -4.956  -0.033
C28 -1.400 -3.287 -5.166  -0.041
C29 -2.411 -4.071 -2.920  -0.422
O1 -3.195 -5.141 -2.367  -0.015
C30 -2.992 -2.792 -2.283  -0.092
C31 -2.546 -1.389 -2.715  -0.158
C32 -3.202 -0.357 -1.834  -0.241
C33 -2.733 -0.126 -0.543  -0.048
C34 -3.331 0.809 0.286  -0.112
C35 -4.413 1.534 -0.184  -0.674
Cl2 -5.123 2.750 0.833  0.691
C36 -4.910 1.320 -1.458  -0.084
C37 -4.301 0.374 -2.272  -0.020
C38 -1.040 -4.442 -2.300  -0.017
N6 -0.098 -3.356 -2.038  -0.090
C39 0.071 -2.633 -0.928  -0.167
N7 1.036 -1.737 -1.101  0.024
C40 1.433 -1.987 -2.380  -0.212
N8 0.784 -2.958 -2.971  0.136
H25 -3.922 -3.824 -6.041  0.097
H26 -4.047 -2.632 -4.755  0.077
H27 -4.674 -4.266 -4.525  0.092
H28 -2.285 -5.601 -6.046  0.097
H29 -3.030 -6.266 -4.595  0.090
H30 -1.291 -5.986 -4.655  0.084
H31 -1.600 -3.276 -6.239  0.095
H32 -0.404 -3.701 -5.020  0.071
H33 -1.377 -2.252 -4.828  0.064
H34 -4.038 -5.187 -2.832  0.095
H35 -2.838 -2.895 -1.203  0.121
H36 -4.076 -2.848 -2.410  0.132
H37 -2.823 -1.196 -3.750  0.093
H38 -1.460 -1.275 -2.663  0.092
H39 -1.874 -0.685 -0.185  0.093
H40 -2.963 0.990 1.287  0.087
H41 -5.762 1.888 -1.808  0.116
H42 -4.689 0.210 -3.271  0.126
H43 -0.513 -5.173 -2.905  0.132
H44 -1.264 -4.900 -1.338  0.143
H45 -0.515 -2.785 -0.035  0.138
H46 2.228 -1.461 -2.883  0.101
C41 -0.510 1.080 6.898  -0.020
O2 0.271 1.487 5.769  -0.079
C42 0.137 0.676 4.673  -0.496
C43 0.823 -0.660 4.740  0.032
H47 -1.558 0.963 6.617  0.098
H48 -0.420 1.874 7.633  0.105
H49 -0.131 0.150 7.325  0.095
H50 0.382 -1.284 5.517  0.097
H51 1.882 -0.528 4.965  0.092
H52 0.723 -1.193 3.793  0.076

Energy above the lowest of the compared OMol25 structures with the same formula, charge and spin = 0.0 kcal per mole
E_tot = -91731.385 eV
HOMO = -0.479 Eh
Spin multiplicity = 1
Total charge = +2

C8H8N2S | ωB97M-V/def2-TZVPD

Last column: Löwdin charge in e.
CARTESIAN COORDINATES (ANGSTROEM)
N1 -2.897 1.129 -0.981  0.049
C1 -2.065 0.023 -0.989  -0.206
C2 -1.192 -0.369 -0.133  -0.128
N2 -0.581 -0.484 0.936  0.126
C3 0.789 0.069 1.135  -0.326
C4 1.695 -1.030 0.670  -0.062
C5 2.281 -0.983 -0.517  -0.120
C6 2.148 0.182 -1.374  -0.040
C7 1.491 1.384 -0.982  -0.121
C8 0.897 1.404 0.328  -0.735
S1 0.049 2.709 0.852  0.706
H1 -3.022 1.772 -0.206  0.086
H2 -3.675 1.276 -1.525  0.043
H3 -2.111 -0.499 -1.960  0.124
H4 0.959 0.299 2.167  0.120
H5 1.739 -2.035 1.161  0.128
H6 2.984 -1.810 -0.871  0.128
H7 2.662 0.080 -2.346  0.105
H8 1.454 2.309 -1.656  0.124

Energy above the lowest of the compared OMol25 structures with the same formula, charge and spin = 112.7 kcal per mole
E_tot = -22237.155 eV
HOMO (alpha / beta) = -0.276 / -0.276 Eh
Spin multiplicity = 1

BrH16O8 | ωB97M-V/def2-TZVPD

Last column: Löwdin charge in e.
CARTESIAN COORDINATES (ANGSTROEM)
Br1 0.695 -0.665 -0.320  0.225
O1 -0.474 -2.632 2.310  -0.053
H1 -0.820 -2.363 1.495  -0.079
H2 0.379 -2.238 2.265  -0.021
O2 -0.600 2.392 -1.357  -0.085
H3 -0.342 2.474 -2.275  0.021
H4 -0.208 1.597 -1.008  -0.099
O3 2.180 1.353 -2.540  -0.073
H5 2.619 1.638 -1.757  0.012
H6 1.812 0.517 -2.314  -0.087
O4 -1.346 -0.540 -2.921  -0.094
H7 -2.111 -0.483 -2.346  0.019
H8 -0.632 -0.623 -2.300  -0.134
O5 3.385 0.123 1.758  -0.101
H9 2.829 -0.172 2.480  0.016
H10 2.998 -0.232 0.941  -0.059
O6 -1.988 0.567 1.267  -0.085
H11 -2.067 1.504 1.342  0.014
H12 -1.085 0.433 0.982  -0.114
O7 0.630 1.891 1.878  -0.097
H13 0.952 1.328 1.190  -0.105
H14 0.279 1.313 2.593  0.053
O8 -2.419 -2.539 -0.071  -0.048
H15 -1.640 -2.237 -0.488  -0.064
H16 -3.026 -2.404 -0.805  0.038

Energy above the lowest of the compared OMol25 structures with the same formula, charge and spin = 10.9 kcal per mole
E_tot = -86686.168 eV
HOMO = -0.243 Eh
Spin multiplicity = 1
Total charge = -1

Please write out number 1 again, unchanged.
C6H15N | ωB97M-V/def2-TZVPD

Last column: Löwdin charge in e.
CARTESIAN COORDINATES (ANGSTROEM)
C1 1.556 -0.088 0.804  -0.107
C2 0.245 0.116 1.170  -0.101
C3 -0.820 -0.823 0.909  -0.390
C4 -0.454 -2.202 0.404  -0.057
C5 -2.117 -0.500 1.056  0.054
C6 -1.359 1.442 -1.498  -0.032
N1 2.762 0.993 -1.166  -0.058
H1 2.251 0.054 1.627  0.108
H2 1.986 0.621 -0.193  0.003
H3 1.688 -1.043 0.305  0.077
H4 0.012 1.032 1.706  0.120
H5 -0.899 0.804 -2.250  0.029
H6 -0.002 -2.141 -0.588  0.088
H7 -1.373 -2.784 0.350  0.074
H8 0.243 -2.704 1.073  0.086
H9 -2.351 0.454 1.511  0.076
H10 -2.880 -1.231 0.830  0.071
H11 -2.395 1.647 -1.762  0.022
H12 -1.321 0.911 -0.545  -0.038
H13 -0.811 2.379 -1.411  0.022
H14 3.720 1.196 -0.875  -0.019
H15 2.320 1.867 -1.456  -0.026

Energy above the lowest of the compared OMol25 structures with the same formula, charge and spin = 97.2 kcal per mole
E_tot = -7951.551 eV
HOMO = -0.293 Eh
Spin multiplicity = 1

Q: energy above the lowest of the compared OMol25 structures with the same formula, charge and spin of number 2 (C43H52Cl2N8O2Pb)?
A: 0.0 kcal per mole

Q: Number 1 is which compound?
A: C6H15N

Q: Which value of energy above the lowest of the compared OMol25 structures with the same formula, charge and spin does entry 1 give?
A: 97.2 kcal per mole